# 1
This record from the Open Molecules 2025 dataset describes a molecular structure, C9H10CuN3O2S2Se3Te. The level of theory is ωB97M-V with the def2-TZVPD basis set.

The geometry in XYZ format:
```
31
Properties=species:S:1:pos:R:3:lowdin_spin:R:1
Cu 0.98493 -1.10256 0.82548 0.53
S 3.03450 0.46504 2.20788 0.00
C 1.55020 1.23992 2.03354 0.00
N 0.51414 0.69567 1.42120 0.05
C -0.60911 1.49487 1.38799 0.00
C -1.82453 1.16543 0.79401 0.00
C -2.85409 2.08828 0.84465 0.00
C -2.68593 3.32459 1.47125 0.00
C -1.47608 3.65969 2.05910 0.00
C -0.44041 2.73715 2.01275 0.00
S 1.18261 2.85060 2.63903 0.00
H -1.94944 0.20047 0.31774 0.00
H -3.80651 1.84254 0.39243 0.00
H -3.50752 4.02903 1.50057 0.00
H -1.34261 4.61834 2.54431 0.00
C 1.65985 0.17069 -3.70031 0.00
O 1.83357 -1.17150 -3.22350 0.00
C 1.71910 -1.30522 -1.90744 0.00
O 1.59274 -0.37149 -1.13655 0.02
N 1.80736 -2.62292 -1.52788 0.01
N 1.35244 -2.82603 -0.20208 0.04
H 1.74212 0.10484 -4.78045 0.00
H 2.43173 0.82000 -3.29226 0.00
H 0.67987 0.54484 -3.41102 0.00
H 1.31859 -3.22823 -2.18627 0.00
H 1.97545 -3.46182 0.28167 0.00
H 0.41032 -3.24089 -0.26067 0.00
Se 0.13986 -2.32811 2.71870 0.28
Se -2.03163 -2.63123 1.91972 0.04
Te -1.93657 -4.47699 0.19936 0.00
Se -1.46496 -3.28502 -1.94297 0.00
```

Its gap between HOMO and LUMO (alpha / beta) is 6.546 / 5.794 eV. Its spin multiplicity is 2. The net charge is -1. The calculation puts the relative energy (zero: lowest compared OMol25 entry of this formula, charge and spin) at 0.00 kcal per mole. As for the HOMO energy (alpha / beta): -3.96 / -3.95 eV.

# 2
This record from the Open Molecules 2025 dataset describes a molecular structure, C3H5KLiO4. The level of theory is ωB97M-V with the def2-TZVPD basis set.

The geometry in XYZ format:
```
14
Properties=species:S:1:pos:R:3:lowdin_spin:R:1
O -1.89338 -1.20952 1.09426 0.00
O 0.20961 -0.87715 1.35566 0.00
C -0.86924 -0.34117 0.98600 0.00
O -0.94106 0.67187 0.26941 0.00
C -3.18812 -0.96524 0.55847 0.00
C -3.30256 -1.52831 -0.84165 0.00
H -3.85906 -1.50245 1.24151 0.00
H -3.43552 0.10267 0.58337 0.00
H -2.73277 -2.46169 -0.94140 0.00
H -4.34426 -1.81155 -1.04778 0.00
H -3.07738 -0.75023 -1.58351 0.00
O 2.02535 -0.66832 -1.18269 0.93
Li 1.04240 -1.83842 -0.09301 0.00
K 1.92896 1.27471 -0.97429 0.06
```

Its gap between HOMO and LUMO (alpha / beta) is 8.298 / 8.117 eV. Its spin multiplicity is 2. The net charge is 0. The calculation puts the relative energy (zero: lowest compared OMol25 entry of this formula, charge and spin) at 0.00 kcal per mole. As for the HOMO energy (alpha / beta): -8.57 / -8.56 eV.

# 3
This record from the Open Molecules 2025 dataset describes a molecular structure, C38H36BClF4GeMoN2OS. The level of theory is ωB97M-V with the def2-TZVPD basis set.

The geometry in XYZ format:
```
86
Properties=species:S:1:pos:R:3:mulliken_charge:R:1
Mo 1.64346 -0.61937 -0.57361 -1.83
C -0.39394 -4.65477 4.24289 -1.24
C -0.97574 -3.28657 3.89759 -0.53
N 0.06736 -2.35187 3.51899 0.23
C 0.75296 -1.64217 4.57909 -1.06
C 0.17946 -0.24307 4.78819 -0.71
C 0.40826 -2.23217 2.23239 0.45
S 1.70026 -1.12757 1.87019 -0.22
N -0.22084 -3.02017 1.38249 -0.02
C -0.22254 -2.92247 0.06009 -0.67
O 0.29866 -1.95457 -0.56891 0.26
C -0.95944 -3.97367 -0.66461 0.59
C -1.31334 -3.78837 -2.00141 -0.30
C -1.99074 -4.78307 -2.68141 -0.88
C -2.32024 -5.96427 -2.03341 -0.47
C -1.97624 -6.15237 -0.70241 -0.63
C -1.30044 -5.16227 -0.01651 -0.39
H -1.19484 -5.33907 4.51189 0.38
H 0.30046 -4.57877 5.07619 0.41
H 0.14466 -5.05487 3.38769 0.27
H -1.51974 -2.88137 4.75399 0.46
H -1.65784 -3.38687 3.05399 0.31
H 1.81286 -1.56517 4.32459 0.59
H 0.65226 -2.22977 5.49529 0.40
H 0.31996 0.35403 3.89199 -0.01
H 0.69166 0.24313 5.61289 0.42
H -0.88174 -0.29267 5.01589 0.31
H -1.05654 -2.85967 -2.49291 0.44
H -2.26194 -4.63867 -3.71751 0.42
H -2.84984 -6.74087 -2.56461 0.40
H -2.23714 -7.07567 -0.20231 0.43
H -1.02074 -5.29357 1.01809 0.44
Cl 2.96756 3.73713 -4.50751 -0.19
C 3.07096 2.67413 -3.15471 0.30
C 3.26786 3.21153 -1.87481 -0.59
C 3.42646 2.36903 -0.81091 -0.51
C 3.44806 0.96233 -0.98081 -0.04
C 3.62476 0.06533 0.12299 -0.94
C 3.24326 0.43333 -2.28031 0.54
C 3.04416 1.31253 -3.35631 -1.29
H 3.31676 4.28273 -1.74771 0.49
H 3.60706 2.77753 0.17409 0.38
H 3.87196 0.57113 1.05709 0.62
H 4.30776 -0.76917 -0.06781 0.45
H 3.56096 -0.58057 -2.52631 0.67
H 2.92896 0.92493 -4.35811 0.54
F 1.75396 -4.19787 -2.35011 -0.33
B 2.43836 -3.03607 -2.36891 0.32
F 2.82706 -2.68257 -1.03261 -0.33
F 1.58546 -1.95357 -2.77371 -0.27
F 3.54286 -3.02927 -3.15051 -0.35
C 0.60686 0.89253 -0.39581 1.76
Ge -0.62584 2.34243 -0.39711 2.36
C 0.18906 3.85113 0.57689 0.38
C 1.04146 3.56233 1.63349 -0.49
C 1.64236 4.58583 2.34139 -0.63
C 1.40926 5.90453 1.98609 -0.49
C 0.58246 6.19963 0.91629 -0.68
C -0.02834 5.17263 0.22039 -0.60
C -2.26294 1.57363 0.40209 -0.65
C -2.32874 0.19143 0.50829 0.63
C -3.48254 -0.43057 0.94609 -0.49
C -4.59224 0.32893 1.27989 -0.58
C -4.53654 1.70943 1.18009 -0.70
C -3.37524 2.32563 0.74969 -0.56
C -0.96454 2.65023 -2.30931 0.14
C -1.89384 1.84413 -2.95111 -0.39
C -2.06454 1.92023 -4.32031 -0.86
C -1.29914 2.80833 -5.05681 -0.49
C -0.36654 3.61513 -4.42561 -0.83
C -0.19244 3.52633 -3.05561 -0.20
H 1.24216 2.52443 1.87829 0.36
H 2.30366 4.35503 3.16439 0.44
H 1.88946 6.70093 2.53289 0.39
H 0.42196 7.22663 0.62129 0.42
H -0.66954 5.39513 -0.61981 0.40
H -1.45834 -0.39487 0.22859 -0.32
H -3.51294 -1.51047 1.01159 0.49
H -5.50014 -0.15587 1.60799 0.39
H -5.40244 2.30653 1.42939 0.40
H -3.33074 3.40243 0.67079 0.43
H -2.47764 1.14723 -2.36341 0.40
H -2.78674 1.28503 -4.81431 0.42
H -1.41974 2.85753 -6.12851 0.39
H 0.23406 4.30553 -5.00161 0.47
H 0.55616 4.12663 -2.55431 0.58
```

Its gap between HOMO and LUMO is 7.825 eV. The net charge is 0. As for the HOMO energy: -8.31 eV.

# 4
This record from the Open Molecules 2025 dataset describes 9 unconnected molecules or ions with the total composition C37H70BNO20. The level of theory is ωB97M-V with the def2-TZVPD basis set.

The geometry in XYZ format:
```
129
Properties=species:S:1:pos:R:3:mulliken_charge:R:1
C 1.01926 0.71310 1.92862 -0.41
C 0.61513 2.13076 2.71098 0.38
O 1.53647 2.95291 3.22044 -0.48
O -0.82474 2.44482 2.75807 -0.27
C -1.20540 3.14301 1.48511 0.55
O -0.24639 3.58963 0.65284 -0.53
C -2.82992 3.26142 1.20872 -0.46
B -3.37309 1.68295 1.08574 0.38
O -4.48120 1.21998 1.96347 -0.36
C -4.04443 0.01334 2.74183 0.41
N -3.65595 -1.23224 2.92360 -0.38
H 1.09068 -0.13231 2.76661 0.28
H 2.05262 0.81931 1.35700 0.30
H 0.17757 0.49108 1.14294 0.05
H -3.29282 3.71704 2.19967 0.26
H -3.11377 3.85319 0.23980 0.31
H -2.88093 0.91859 0.31338 -0.06
C 5.00739 7.65629 4.49722 -0.76
C 5.77180 6.68190 3.62099 -0.39
O 6.14267 5.50619 4.36144 -0.35
C 5.34518 4.43145 4.54502 0.72
C 3.88652 4.54374 4.21219 -0.63
O 5.79300 3.40104 5.04806 -0.63
H 4.07096 7.22385 4.85808 0.22
H 4.77656 8.57145 3.94567 0.38
H 5.59667 7.91665 5.38266 0.23
H 5.22690 6.41818 2.70937 0.38
H 6.70666 7.15162 3.29580 0.22
H 3.33273 4.82016 5.11315 0.09
H 3.53561 3.57002 3.85669 0.29
H 3.67048 5.25348 3.41567 0.27
C -1.12170 -1.29106 -3.68944 -0.57
C 0.18691 -0.89514 -3.03193 -0.51
O 0.05605 -0.86978 -1.60003 -0.32
C 0.19072 -1.94823 -0.79780 0.80
C 0.20164 -3.31586 -1.41470 -0.78
O 0.22783 -1.81504 0.42540 -0.56
H -1.42849 -2.29927 -3.40049 0.06
H -1.03252 -1.25472 -4.77836 0.41
H -1.92511 -0.61528 -3.37812 0.24
H 1.02263 -1.53074 -3.34031 0.34
H 0.44632 0.12437 -3.33798 0.34
H -0.81292 -3.72255 -1.40472 0.18
H 0.85527 -3.96029 -0.81877 0.26
H 0.59650 -3.33780 -2.42882 0.14
C 11.23136 7.62491 4.68552 -0.92
C 11.23991 9.10307 4.34419 -0.38
O 10.16454 9.43001 3.44709 -0.35
C 8.90178 9.71385 3.83388 0.72
C 8.48832 9.41080 5.24395 -0.73
O 8.08241 10.14375 3.02198 -0.59
H 10.31333 7.33671 5.20348 0.25
H 12.08280 7.37139 5.32254 0.35
H 11.28129 7.02208 3.77275 0.29
H 11.21954 9.74091 5.23315 0.35
H 12.16903 9.34210 3.81507 0.30
H 8.03054 8.41881 5.27875 0.06
H 7.75428 10.15891 5.55887 0.31
H 9.30400 9.46465 5.96270 0.33
C 0.11532 -7.78830 1.39619 -1.02
C -0.30172 -6.33346 1.50134 -0.36
O -1.08331 -5.93871 0.36056 -0.32
C -2.41645 -6.12214 0.24293 0.87
C -3.11276 -7.03287 1.21082 -1.12
O -3.03675 -5.61014 -0.68896 -0.58
H -0.75023 -8.45519 1.38297 0.27
H 0.75520 -8.06770 2.23732 0.38
H 0.66203 -7.96221 0.46349 0.30
H -0.82757 -6.11232 2.43520 0.35
H 0.59476 -5.70365 1.49632 0.32
H -3.16931 -8.03686 0.78229 0.28
H -4.12562 -6.65336 1.37738 0.30
H -2.64045 -7.07742 2.19050 0.34
C 1.74244 4.39939 8.91911 -0.93
C 2.00110 5.77464 9.50505 -0.40
O 2.44568 6.69097 8.48978 -0.38
C 1.62603 7.39265 7.67702 0.82
C 0.17519 7.01668 7.60798 -0.96
O 2.07700 8.27664 6.94864 -0.59
H 0.94648 4.42390 8.17080 0.26
H 1.45869 3.69315 9.70379 0.36
H 2.63896 4.02484 8.41413 0.28
H 1.13577 6.17264 10.04386 0.36
H 2.81351 5.70410 10.23675 0.32
H 0.02350 6.32078 6.77879 0.22
H -0.41045 7.92392 7.43022 0.32
H -0.21076 6.58177 8.52816 0.32
C -6.22772 -3.64544 -5.12643 -0.64
C -5.56092 -2.69987 -6.10767 -0.52
O -4.21352 -2.40356 -5.70171 -0.42
C -3.13882 -3.16907 -5.99112 0.81
C -3.35603 -4.55487 -6.52351 -0.90
O -2.00150 -2.76399 -5.75080 -0.54
H -5.71192 -4.60772 -5.08090 0.25
H -7.26864 -3.82327 -5.40908 0.19
H -6.20303 -3.22595 -4.11525 0.31
H -5.59011 -3.07110 -7.13667 0.36
H -6.10142 -1.74686 -6.10882 0.35
H -3.34905 -5.26434 -5.69199 0.22
H -2.53859 -4.79496 -7.21040 0.20
H -4.27558 -4.66739 -7.09501 0.34
C 2.84044 -3.58968 -6.38801 -0.82
C 2.51085 -4.58965 -7.48024 -0.48
O 1.09379 -4.64133 -7.71973 -0.37
C 0.42271 -3.80242 -8.53865 0.85
C 1.10899 -2.56122 -9.02806 -1.00
O -0.75738 -4.01433 -8.81765 -0.59
H 2.54881 -2.57499 -6.66991 0.26
H 3.91189 -3.59468 -6.17125 0.41
H 2.29341 -3.83201 -5.47090 0.18
H 3.06062 -4.39802 -8.40682 0.37
H 2.80630 -5.59119 -7.14857 0.33
H 0.86916 -1.73063 -8.35916 0.22
H 0.74028 -2.33401 -10.03309 0.32
H 2.18922 -2.66174 -9.11663 0.33
C -9.74500 -8.58823 -4.09425 -0.95
C -9.48633 -7.21299 -3.50831 -0.42
O -9.04175 -6.29666 -4.52359 -0.35
C -9.86140 -5.59497 -5.33634 0.86
C -11.31224 -5.97095 -5.40539 -1.12
O -9.41044 -4.71098 -6.06472 -0.58
H -10.54095 -8.56372 -4.84256 0.27
H -10.02875 -9.29448 -3.30957 0.35
H -8.84847 -8.96279 -4.59923 0.30
H -10.35166 -6.81499 -2.96951 0.35
H -8.67393 -7.28352 -2.77661 0.32
H -11.46394 -6.66684 -6.23457 0.27
H -11.89788 -5.06371 -5.58314 0.31
H -11.69819 -6.40586 -4.48520 0.34
```

Its gap between HOMO and LUMO is 8.529 eV. The net charge is 0. The SMILES is CC(=O)OC(=O)CBOC#N.CCOC(C)=O.CCOC(C)=O.CCOC(C)=O.CCOC(C)=O.CCOC(C)=O.CCOC(C)=O.CCOC(C)=O.CCOC(C)=O. As for the HOMO energy: -9.44 eV.

# 5
This record from the Open Molecules 2025 dataset describes a single C3H6N4O molecule. The level of theory is ωB97M-V with the def2-TZVPD basis set.

The geometry in XYZ format:
```
14
Properties=species:S:1:pos:R:3:mulliken_charge:R:1
N -0.20533 1.63447 -0.85134 -0.20
C -0.01317 1.48506 0.39675 0.59
C -0.10265 -0.75149 0.21239 0.19
N 1.10512 -1.38091 0.27138 -0.42
C -0.25480 0.06961 -1.43885 0.11
N 0.10074 1.84311 1.54928 -0.51
N -1.15076 -0.98051 0.90882 -0.69
O 0.59437 -0.27715 -2.24962 -0.65
H -0.28991 2.53466 -1.30992 0.24
H 1.19690 -2.23168 0.80789 0.21
H 1.65882 -1.34577 -0.57525 0.24
H -0.24059 1.30897 2.33595 0.32
H -1.06964 -1.80257 1.51470 0.21
H -1.32909 -0.10579 -1.57217 0.34
```

Its gap between HOMO and LUMO (alpha / beta) is 8.159 / 8.159 eV. The net charge is 0. The calculation puts the relative energy (zero: lowest compared OMol25 entry of this formula, charge and spin) at 96.67 kcal per mole. As for the HOMO energy (alpha / beta): -8.65 / -8.64 eV.

Which value of net charge does entry 4 give?
0